Here is a structure of composition C3H9N2O from OMol25. Energies are from wB97M-V/def2-TZVPD.

CARTESIAN COORDINATES (ANGSTROEM)
1 C 0.9769 -1.0535 -0.4725
2 N -0.4422 -0.8231 -0.2827
3 C -0.9737 -1.5795 0.6905
4 N -2.2050 -1.9392 0.7608
5 H 1.3725 -0.2980 -1.1527
6 H 1.5557 -0.9725 0.4680
7 H 1.1873 -2.0409 -0.9051
8 H -0.5752 0.4379 -0.3157
9 H -0.2583 -1.9002 1.4820
10 H -2.3662 -2.3848 1.6606
11 C 0.3591 2.5152 -0.3895
12 O -0.6959 1.6449 -0.3251
13 H 0.4224 3.1772 0.4993
14 H 1.3493 2.0195 -0.4605
15 H 0.2934 3.1971 -1.2576

For the frontier orbital gap, the calculation gives 7.69 eV. Its charge is -1. Its HOMO energy is -0.124 Eh.